1.
Density functional theory data (ωB97M-V/def2-TZVPD) for 11 unconnected molecules or ions with the total composition C6H37N2O10 at a distorted geometry.

The energy above the lowest of the compared OMol25 structures with the same formula, charge and spin is 246.8 kJ/mol. As for the total charge: +1. The HOMO-LUMO gap is 9.62 eV. For the total energy, the calculation gives -1112.4610 a.u.

Geometry as XYZ:
```
55
C6H37N2O10, DFT ωB97M-V/def2-TZVPD
N -1.129 0.536 1.804
C -2.494 -0.143 1.630
C -2.263 -1.314 0.644
N -1.998 -0.667 -0.630
C -3.191 -0.661 -1.607
C -1.269 -2.662 -2.038
C -0.941 -1.305 -1.481
C 0.454 -1.516 -0.775
H -0.483 -0.078 2.360
H -0.656 0.733 0.908
H -0.979 1.299 2.504
H -3.219 0.569 1.272
H -2.713 -0.380 2.692
H -1.408 -1.902 0.999
H -3.073 -2.041 0.657
H -3.733 0.188 -1.160
H -2.900 -0.395 -2.598
H -3.665 -1.626 -1.558
H -0.467 -2.980 -2.738
H -1.193 -3.513 -1.359
H -2.190 -2.822 -2.592
H -0.615 -0.631 -2.291
H 0.558 -2.580 -0.551
H 0.687 -0.864 0.053
H 1.142 -1.448 -1.645
H -2.509 3.407 -0.611
H -3.629 3.518 -1.748
O -3.013 2.949 -1.287
H 2.939 0.918 -1.162
H 3.417 2.071 -0.483
O 2.809 1.343 -0.282
H 0.259 2.091 -1.004
H -1.139 1.870 -0.877
O -0.435 2.315 -0.362
H 1.916 3.398 -4.630
H 1.127 2.194 -4.817
O 2.052 2.436 -4.663
H 0.202 -2.133 2.947
H -0.217 -1.916 4.532
O -0.405 -1.767 3.606
H 0.841 -4.171 1.455
H 1.555 -3.997 2.759
O 1.104 -3.479 2.076
H 4.091 1.222 2.047
H 4.295 2.112 3.302
O 4.464 2.053 2.359
H 2.180 -0.124 1.113
H 2.393 -1.341 1.955
O 2.072 -0.428 2.028
H 2.967 1.849 -2.992
H 3.650 0.608 -3.674
O 3.554 1.095 -2.849
H 0.952 2.338 3.383
H 0.170 3.236 2.362
O 0.078 2.536 3.019
```

These are the Löwdin partial charges, in e, on atoms 1 to 2:
1 N 0.1363
2 C -0.0829

=====

2.
Density functional theory data (ωB97M-V/def2-TZVPD) for a molecular structure, C3H3LiO3Rb at a distorted geometry.

The energy above the lowest of the compared OMol25 structures with the same formula, charge and spin is 316.0 kJ/mol. As for the total charge: +1. The HOMO-LUMO gap is 6.16 eV. For the total energy, the calculation gives -373.1512 a.u.

Geometry as XYZ:
```
11
C3H3LiO3Rb, DFT ωB97M-V/def2-TZVPD
H 1.352 -1.198 1.640
C 0.541 -0.357 1.515
C -0.041 -0.090 0.156
O -0.696 1.169 0.211
C -1.370 1.612 -0.879
O -1.318 0.879 -1.890
O 1.268 0.470 2.042
Li -2.371 2.342 -2.476
H -0.727 -0.917 -0.091
H 0.742 -0.087 -0.618
Rb 2.620 -3.823 0.389
```

These are the Löwdin partial charges, in e, on atoms 1 to 2:
1 H 0.1005
2 C -0.1887

=====

3.
Density functional theory data (ωB97M-V/def2-TZVPD) for 2 unconnected molecules or ions with the total composition H3PS2 at a distorted geometry.

The energy above the lowest of the compared OMol25 structures with the same formula, charge and spin is 273.8 kJ/mol. The HOMO-LUMO gap (spin up / spin down) is 7.97 / 7.05 eV. For the total energy, the calculation gives -1139.4215 a.u.

Geometry as XYZ:
```
6
H3PS2, DFT ωB97M-V/def2-TZVPD
P 3.148 0.876 -0.471
S -1.974 0.328 1.158
S -3.240 -1.070 0.428
H 2.285 -0.234 -0.365
H 2.035 1.728 -0.434
H -2.254 -1.628 -0.316
```

These are the Löwdin partial charges, in e, on atoms 1 to 2:
1 P 0.5376
2 S 0.0029

=====

4.
Density functional theory data (ωB97M-V/def2-TZVPD) for a molecular structure, C25H24Br2ClN4O3PbSSbSe4.

The energy above the lowest of the compared OMol25 structures with the same formula, charge and spin is 90.9 kJ/mol. As for the total charge: -2. The HOMO-LUMO gap is 4.83 eV. For the total energy, the calculation gives -17457.3011 a.u.

Geometry as XYZ:
```
66
C25H24Br2ClN4O3PbSSbSe4, DFT ωB97M-V/def2-TZVPD
Pb -0.918 -1.545 1.909
C -2.655 -3.060 -3.162
C -3.479 -2.018 -2.460
C -4.551 -1.377 -3.064
C -5.248 -0.396 -2.379
C -4.820 -0.103 -1.094
Br -5.756 1.245 -0.114
N -3.817 -0.686 -0.487
C -3.164 -1.633 -1.160
H -3.186 -3.466 -4.024
H -2.390 -3.874 -2.489
H -1.710 -2.638 -3.514
H -4.845 -1.644 -4.074
H -6.090 0.123 -2.814
H -2.336 -2.114 -0.649
Se -2.261 -4.598 3.513
Sb -0.681 -3.823 5.462
Se -3.236 -2.613 2.741
Se 0.685 -2.184 3.965
Se -2.002 -2.426 6.932
C 1.527 1.625 4.751
C 2.489 1.653 3.605
C 3.675 2.373 3.622
C 4.535 2.343 2.532
C 4.153 1.562 1.461
Br 5.306 1.463 -0.070
N 3.043 0.866 1.397
C 2.222 0.922 2.447
H 1.850 2.301 5.545
H 1.439 0.612 5.149
H 0.535 1.921 4.408
H 3.931 2.964 4.493
H 5.464 2.895 2.515
H 1.303 0.353 2.389
S -0.046 -4.214 -0.640
C 1.032 -3.188 -1.372
N 1.659 -2.222 -0.602
C 2.548 -1.334 -1.067
C 2.895 -1.383 -2.384
C 2.228 -2.350 -3.156
N 1.338 -3.199 -2.706
H 1.382 -2.189 0.376
H 2.914 -0.610 -0.346
H 3.604 -0.688 -2.805
H 2.433 -2.411 -4.223
C -0.555 -0.007 -2.579
C 0.217 1.177 -2.078
C 1.334 1.651 -2.743
C 2.044 2.732 -2.244
Cl 3.434 3.320 -3.134
C 1.664 3.346 -1.069
C 0.534 2.896 -0.395
C -0.199 1.827 -0.906
O -1.334 1.344 -0.352
C -1.936 2.111 0.697
C -1.211 1.965 2.051
O -0.775 2.995 2.580
O -1.151 0.785 2.497
H -0.143 -0.371 -3.521
H -1.609 0.240 -2.718
H -0.528 -0.820 -1.848
H 1.655 1.173 -3.660
H 2.242 4.169 -0.671
H 0.243 3.364 0.538
H -2.941 1.704 0.796
H -1.979 3.162 0.400
```

These are the Löwdin partial charges, in e, on atoms 1 to 2:
1 Pb 0.5238
2 C -0.0491

=====

5.
Density functional theory data (ωB97M-V/def2-TZVPD) for a molecular structure, C37H36ClN2P2RuS at a distorted geometry.

As for the total charge: +3. The HOMO-LUMO gap (spin up / spin down) is 7.01 / 3.19 eV. For the total energy, the calculation gives -3175.9268 a.u. As for the spin multiplicity: 5.

Geometry as XYZ:
```
80
C37H36ClN2P2RuS, DFT ωB97M-V/def2-TZVPD
Ru -0.250 0.299 -0.525
Cl 1.313 1.680 -1.757
P 0.676 -1.574 -1.302
P -0.433 1.824 1.060
C 0.146 -3.281 -0.807
C 2.485 -1.853 -1.426
C 0.046 -1.446 -3.007
C -1.893 2.834 0.567
C -0.850 1.662 2.854
C 0.986 2.978 1.111
C -0.859 -3.967 -1.500
C -1.282 -5.233 -1.081
C -0.642 -5.862 -0.004
C 0.403 -5.208 0.654
C 0.774 -3.921 0.271
H -1.323 -3.513 -2.372
H -2.090 -5.741 -1.619
H -0.960 -6.862 0.310
H 0.913 -5.714 1.483
H 1.607 -3.440 0.776
C -1.291 -1.084 -3.184
C -1.829 -1.070 -4.475
C -1.014 -1.379 -5.566
C 0.324 -1.754 -5.376
C 0.863 -1.784 -4.093
H -1.876 -0.730 -2.321
H -2.873 -0.800 -4.603
H -1.429 -1.360 -6.572
H 0.954 -2.019 -6.219
H 1.911 -2.032 -3.921
C 3.019 -3.111 -1.768
C 4.394 -3.247 -1.930
C 5.247 -2.152 -1.746
C 4.715 -0.909 -1.391
C 3.343 -0.770 -1.200
H 2.379 -3.982 -1.905
H 4.792 -4.224 -2.205
H 6.326 -2.264 -1.872
H 5.343 -0.026 -1.256
H 2.910 0.197 -0.940
C 0.065 1.996 3.860
C -0.291 1.845 5.199
C -1.540 1.338 5.549
C -2.465 1.030 4.545
C -2.124 1.196 3.203
H 1.046 2.373 3.592
H 0.415 2.139 5.975
H -1.825 1.200 6.597
H -3.462 0.672 4.807
H -2.873 1.027 2.422
C -2.400 2.590 -0.699
C -3.401 3.412 -1.221
C -3.982 4.386 -0.406
C -3.540 4.561 0.908
C -2.493 3.792 1.409
H -1.976 1.733 -1.245
H -3.709 3.265 -2.256
H -4.799 4.995 -0.790
H -3.993 5.293 1.565
H -2.146 3.927 2.432
C 0.797 4.354 0.995
C 1.905 5.195 1.039
C 3.189 4.663 1.166
C 3.376 3.281 1.253
C 2.271 2.434 1.229
H -0.205 4.751 0.859
H 1.747 6.269 0.993
H 4.055 5.329 1.195
H 4.370 2.842 1.335
H 2.402 1.349 1.281
H -1.486 1.424 -2.872
H -0.883 1.121 -2.462
N -2.057 -2.201 1.239
C -1.100 -1.644 1.985
N -1.134 -1.761 3.322
S 0.347 -0.962 1.367
H -2.587 -2.987 1.613
H -2.055 -2.128 0.222
H -0.451 -1.232 3.855
H -1.989 -2.027 3.800
```

These are the Löwdin partial charges, in e, on atoms 1 to 2:
1 Ru 0.5242
2 Cl 0.1970

=====

What is the formula in the second record? C3H3LiO3Rb

=====

Number 2 is which compound? C3H3LiO3Rb

=====

Repeat the fifth record exactly.
Density functional theory data (ωB97M-V/def2-TZVPD) for a molecular structure, C37H36ClN2P2RuS at a distorted geometry.

As for the total charge: +3. The HOMO-LUMO gap (spin up / spin down) is 7.01 / 3.19 eV. For the total energy, the calculation gives -3175.9268 a.u. As for the spin multiplicity: 5.

Geometry as XYZ:
```
80
C37H36ClN2P2RuS, DFT ωB97M-V/def2-TZVPD
Ru -0.250 0.299 -0.525
Cl 1.313 1.680 -1.757
P 0.676 -1.574 -1.302
P -0.433 1.824 1.060
C 0.146 -3.281 -0.807
C 2.485 -1.853 -1.426
C 0.046 -1.446 -3.007
C -1.893 2.834 0.567
C -0.850 1.662 2.854
C 0.986 2.978 1.111
C -0.859 -3.967 -1.500
C -1.282 -5.233 -1.081
C -0.642 -5.862 -0.004
C 0.403 -5.208 0.654
C 0.774 -3.921 0.271
H -1.323 -3.513 -2.372
H -2.090 -5.741 -1.619
H -0.960 -6.862 0.310
H 0.913 -5.714 1.483
H 1.607 -3.440 0.776
C -1.291 -1.084 -3.184
C -1.829 -1.070 -4.475
C -1.014 -1.379 -5.566
C 0.324 -1.754 -5.376
C 0.863 -1.784 -4.093
H -1.876 -0.730 -2.321
H -2.873 -0.800 -4.603
H -1.429 -1.360 -6.572
H 0.954 -2.019 -6.219
H 1.911 -2.032 -3.921
C 3.019 -3.111 -1.768
C 4.394 -3.247 -1.930
C 5.247 -2.152 -1.746
C 4.715 -0.909 -1.391
C 3.343 -0.770 -1.200
H 2.379 -3.982 -1.905
H 4.792 -4.224 -2.205
H 6.326 -2.264 -1.872
H 5.343 -0.026 -1.256
H 2.910 0.197 -0.940
C 0.065 1.996 3.860
C -0.291 1.845 5.199
C -1.540 1.338 5.549
C -2.465 1.030 4.545
C -2.124 1.196 3.203
H 1.046 2.373 3.592
H 0.415 2.139 5.975
H -1.825 1.200 6.597
H -3.462 0.672 4.807
H -2.873 1.027 2.422
C -2.400 2.590 -0.699
C -3.401 3.412 -1.221
C -3.982 4.386 -0.406
C -3.540 4.561 0.908
C -2.493 3.792 1.409
H -1.976 1.733 -1.245
H -3.709 3.265 -2.256
H -4.799 4.995 -0.790
H -3.993 5.293 1.565
H -2.146 3.927 2.432
C 0.797 4.354 0.995
C 1.905 5.195 1.039
C 3.189 4.663 1.166
C 3.376 3.281 1.253
C 2.271 2.434 1.229
H -0.205 4.751 0.859
H 1.747 6.269 0.993
H 4.055 5.329 1.195
H 4.370 2.842 1.335
H 2.402 1.349 1.281
H -1.486 1.424 -2.872
H -0.883 1.121 -2.462
N -2.057 -2.201 1.239
C -1.100 -1.644 1.985
N -1.134 -1.761 3.322
S 0.347 -0.962 1.367
H -2.587 -2.987 1.613
H -2.055 -2.128 0.222
H -0.451 -1.232 3.855
H -1.989 -2.027 3.800
```

These are the Löwdin partial charges, in e, on atoms 1 to 2:
1 Ru 0.5242
2 Cl 0.1970